Computed, not measured: a cluster of 2 separate species, C4H12O in total at a distorted geometry, with ωB97M-V/def2-TZVPD.

Summary:
Relative energy (zero: lowest compared OMol25 entry of this formula, charge and spin) in eV: 0.367
F_max in hartree/bohr: 0.045
Lowest unoccupied orbital energy in eV: 0.88
E_HOMO in eV: -11.11
SMILES string: CC(C)C.O

Each line ends with the Mulliken charge.
Geometry (Å):
C (-1.06429, 0.18632, -0.83226)  -1.45
C (-0.16063, -0.94765, -0.35800)  1.07
C (0.36364, -1.87885, -1.45818)  -1.58
C (1.07155, -0.50700, 0.45465)  -1.25
H (-1.80157, -0.17491, -1.56568)  0.38
H (-1.53800, 0.78712, -0.06893)  0.26
H (-0.48117, 0.73393, -1.58318)  0.37
H (-0.72766, -1.62314, 0.29262)  0.15
H (1.17784, -1.50472, -2.08055)  0.37
H (-0.41774, -2.22572, -2.13784)  0.38
H (0.84225, -2.75167, -0.99850)  0.38
H (1.91457, -1.18141, 0.33804)  0.37
H (1.37489, 0.53097, 0.28251)  0.23
H (0.90264, -0.49847, 1.54486)  0.34
O (-0.23748, 2.64295, 2.04657)  -0.64
H (0.31705, 2.99161, 1.31364)  0.33
H (-0.89412, 2.14036, 1.59185)  0.31

---

Computed, not measured: a structure of composition C4H16BrCdN8O4 at a distorted geometry, with ωB97M-V/def2-TZVPD.

Summary:
F_max in hartree/bohr: 0.041
Lowest unoccupied orbital energy in eV: -8.76
E_HOMO in eV: -11.33
Net charge: +1

Each line ends with the Mulliken charge.
Geometry (Å):
Cd (-15.20926, 13.88355, 1.46833)  0.97
Br (-16.51398, 11.44974, 1.86291)  -0.23
C (-18.48121, 11.01917, 6.00211)  0.48
O (-19.11737, 11.69980, 6.80576)  -0.60
N (-17.41172, 10.26053, 6.34898)  -0.28
N (-18.68814, 11.03924, 4.65469)  -0.04
H (-16.97363, 9.64326, 5.66702)  0.31
H (-17.16497, 10.21276, 7.32032)  0.20
H (-19.39529, 11.53821, 4.12316)  0.29
H (-17.83628, 10.79249, 4.17368)  0.08
C (-17.95981, 11.04588, -2.76313)  0.56
O (-16.81387, 11.16666, -3.17287)  -0.64
N (-18.99968, 10.72854, -3.60647)  -0.39
N (-18.31883, 11.23758, -1.45665)  -0.17
H (-19.93674, 10.52997, -3.32019)  0.17
H (-18.65842, 10.43802, -4.50711)  0.23
H (-17.68037, 11.52782, -0.74760)  0.12
H (-19.31508, 11.25259, -1.36832)  0.12
C (-14.50479, 8.68118, 4.74476)  0.60
O (-15.71684, 8.54440, 4.93954)  -0.73
N (-13.58945, 7.73009, 5.01038)  -0.40
N (-14.03226, 9.88165, 4.30553)  -0.36
H (-13.94751, 6.90270, 5.45571)  0.25
H (-12.65147, 7.77284, 4.66404)  0.18
H (-13.10253, 10.04688, 3.95975)  0.22
H (-14.72931, 10.45672, 3.85047)  0.16
C (-20.84073, 11.38292, 1.89904)  0.72
O (-20.41566, 12.04842, 2.84522)  -0.76
N (-22.08161, 11.55369, 1.37703)  -0.40
N (-20.01974, 10.56502, 1.17354)  -0.27
H (-22.33988, 11.04496, 0.55392)  0.15
H (-22.76197, 12.13462, 1.82902)  0.24
H (-20.44965, 9.98919, 0.47470)  0.21
H (-19.05836, 10.44774, 1.42565)  0.01

---

Computed, not measured: a structure of composition C3H4N4O at a distorted geometry, with ωB97M-V/def2-TZVPD.

Summary:
Relative energy (zero: lowest compared OMol25 entry of this formula, charge and spin) in eV: 6.926
F_max in hartree/bohr: 0.099
Lowest unoccupied orbital energy in eV: -0.10
E_HOMO in eV: -8.35

Each line ends with the Mulliken charge.
Geometry (Å):
C (-0.30496, 0.02057, 0.04120)  0.47
C (0.67563, 1.04784, -0.12695)  -0.29
C (1.96218, 0.72488, 0.05426)  -0.05
H (-3.12421, -0.07595, 0.94215)  0.32
H (-2.13540, -1.55704, -0.35078)  0.32
H (0.58284, 2.06762, -0.46528)  0.31
H (2.78594, 1.49190, -0.01673)  0.34
N (-2.58858, -0.41252, -0.16943)  -0.50
N (-1.53522, 0.42015, 0.10442)  -0.39
N (1.27312, -1.68087, -0.04196)  -0.14
N (0.07944, -1.42468, -0.01292)  -0.14
O (2.32920, -0.62189, 0.04201)  -0.27

---

Computed, not measured: a structure of composition C27H30N10O2RuS2SeSi at a distorted geometry, with ωB97M-V/def2-TZVPD.

Summary:
Relative energy (zero: lowest compared OMol25 entry of this formula, charge and spin) in eV: 0.816
F_max in hartree/bohr: 0.027
Lowest unoccupied orbital energy (alpha / beta) in eV: -1.97 / -5.52
E_HOMO (alpha / beta) in eV: -9.43 / -10.38
2S+1: 6
Net charge: +1

Each line ends with the Mulliken charge.
Geometry (Å):
Ru (0.19287, 0.56020, 0.23714)  1.21
C (3.07416, -1.21472, 1.64613)  -0.98
C (3.32008, 0.06938, 0.92691)  0.76
N (2.43322, 0.90306, 0.43377)  0.46
C (3.03757, 1.98081, -0.19874)  -0.32
C (4.38741, 1.96007, -0.17846)  -0.43
S (4.93152, 0.57472, 0.64851)  -0.21
C (2.18051, 3.01697, -0.76550)  -0.51
C (2.53838, 4.16846, -1.38425)  -0.43
S (1.13821, 5.06117, -1.77999)  -0.21
C (0.14503, 3.83527, -1.09472)  0.46
N (0.83024, 2.84129, -0.61741)  0.45
C (-1.34501, 3.92590, -1.08063)  -1.18
H (2.04232, -1.28444, 1.96053)  -0.22
H (3.72132, -1.28149, 2.52192)  0.52
H (3.29413, -2.05366, 0.98529)  0.24
H (5.07327, 2.68198, -0.59091)  0.45
H (3.52466, 4.54268, -1.60864)  0.44
H (-1.67586, 4.96073, -1.00842)  0.51
H (-1.72537, 3.36980, -0.22524)  0.16
H (-1.75577, 3.50126, -2.00026)  0.21
O (-0.64414, 2.04306, 1.50048)  -0.17
N (-0.52943, 2.10136, 2.77395)  -1.04
N (0.06541, 1.10718, 3.27362)  1.35
O (0.50636, 0.09715, 2.56418)  -0.63
C (0.28310, 1.08179, 4.70495)  0.51
C (0.99446, 0.01729, 5.22621)  -0.40
C (1.24351, -0.02458, 6.59149)  -0.65
C (0.78300, 0.98633, 7.41873)  -0.49
C (0.05977, 2.04266, 6.87827)  -0.55
C (-0.19644, 2.09943, 5.51919)  -0.40
H (1.34265, -0.76219, 4.56569)  0.32
H (1.80174, -0.85427, 7.00498)  0.37
H (0.98608, 0.95573, 8.48126)  0.40
H (-0.30976, 2.83289, 7.51892)  0.39
H (-0.75910, 2.91742, 5.09387)  0.43
N (-2.32121, 0.38891, -6.28285)  -0.38
C (-2.21077, 0.41275, -4.94843)  0.60
N (-3.34388, 0.39914, -4.21726)  -0.26
N (-1.01129, 0.45335, -4.43443)  -0.73
C (-0.76249, 0.60941, -3.16487)  0.45
N (-0.40647, 0.80578, -2.07844)  -0.40
H (-3.20281, 0.28845, -6.75005)  0.19
H (-1.47696, 0.38571, -6.82744)  0.25
H (-4.24724, 0.32940, -4.64990)  0.21
H (-3.28354, 0.27232, -3.22255)  0.12
C (1.88519, -5.08488, -0.79761)  -0.94
Si (1.84237, -3.64359, -1.96859)  -0.31
C (3.54647, -3.17893, -2.55848)  -0.94
C (0.69007, -3.94173, -3.39701)  -0.96
C (1.21593, -2.16991, -1.05521)  -0.11
C (0.82317, -1.13767, -0.53565)  0.60
H (2.22413, -5.99075, -1.30834)  0.33
H (0.89334, -5.28060, -0.38312)  0.31
H (2.56791, -4.89175, 0.03381)  0.30
H (4.02671, -3.97728, -3.13043)  0.36
H (4.18902, -2.93945, -1.70646)  0.29
H (3.48778, -2.29136, -3.19398)  0.30
H (1.00235, -4.80079, -3.99684)  0.34
H (0.66396, -3.06216, -4.04593)  0.27
H (-0.32517, -4.12839, -3.03769)  0.30
Se (-1.53091, -1.81744, 2.07323)  0.27
N (-1.56356, -0.50364, 0.73084)  -0.12
C (-2.83092, -0.39479, 0.30048)  0.67
C (-3.29286, 0.55952, -0.60101)  -0.51
C (-4.66789, 0.56570, -0.98365)  -1.15
C (-5.52616, -0.35052, -0.46841)  -0.35
C (-5.07240, -1.33197, 0.47957)  -0.65
C (-3.75353, -1.34907, 0.87095)  0.23
N (-3.25211, -2.20659, 1.79323)  -0.78
H (-2.60430, 1.30975, -0.96690)  0.87
H (-5.04005, 1.31843, -1.66726)  0.59
H (-6.56901, -0.33095, -0.75611)  0.42
H (-5.75302, -2.05511, 0.90990)  0.49

---

Computed, not measured: a structure of composition C36H39AsBrCdF11N4S, with ωB97M-V/def2-TZVPD.

Summary:
F_max in hartree/bohr: 0.016
Lowest unoccupied orbital energy (alpha / beta) in eV: -3.98 / -6.19
E_HOMO (alpha / beta) in eV: -10.43 / -10.42
2S+1: 2
Net charge: +1

Each line ends with the Mulliken charge.
Geometry (Å):
Cd (-0.64923, -0.27280, 0.06596)  2.79
C (-2.23169, -3.05686, 2.07344)  -2.41
C (-1.06275, -2.14874, 2.40056)  1.43
C (-1.27877, -0.95592, 3.11570)  0.85
C (-2.66304, -0.54680, 3.56178)  -2.42
C (-0.17763, -0.21970, 3.59046)  1.73
C (-0.43360, 1.04750, 4.37671)  -2.46
C (1.12416, -0.70962, 3.42053)  0.94
C (2.29622, -0.07540, 4.14555)  -2.40
C (1.34031, -1.86186, 2.65753)  1.65
C (2.75571, -2.34583, 2.41908)  -3.01
C (0.25552, -2.59614, 2.17311)  0.93
C (0.48522, -3.96942, 1.57173)  -2.18
H (-2.56878, -3.56233, 2.98429)  0.44
H (-1.97217, -3.82296, 1.35080)  0.57
H (-3.08314, -2.50499, 1.68040)  0.19
H (-2.87663, 0.49782, 3.33352)  0.28
H (-2.73741, -0.65816, 4.64861)  0.46
H (-3.44953, -1.13880, 3.10956)  0.45
H (-0.76999, 0.82339, 5.39392)  0.50
H (-1.22098, 1.64440, 3.91195)  0.29
H (0.45359, 1.67223, 4.44727)  0.45
H (2.82926, 0.66140, 3.53447)  0.24
H (3.01830, -0.83372, 4.44333)  0.52
H (1.97086, 0.42734, 5.05295)  0.47
H (3.07362, -3.05908, 3.18668)  0.41
H (3.46382, -1.51970, 2.43203)  0.58
H (2.85154, -2.84352, 1.45392)  0.54
H (0.35755, -3.98544, 0.48694)  0.19
H (-0.21880, -4.69028, 1.98646)  0.50
H (1.48084, -4.34181, 1.79955)  0.48
Br (-3.61795, -6.35996, -3.84163)  -0.15
C (-2.47354, -5.06264, -3.10523)  -0.18
C (-1.25497, -4.80264, -3.71762)  -0.78
C (-0.41333, -3.84244, -3.18663)  -0.53
C (-0.78310, -3.14587, -2.03820)  -1.18
C (-2.01461, -3.40014, -1.45834)  0.86
C (-2.86432, -4.36140, -1.97864)  -0.84
N (0.04748, -2.16280, -1.42299)  1.10
C (1.28860, -2.13746, -1.65185)  -1.03
C (2.16571, -1.15372, -0.99600)  -0.11
C (3.53175, -1.17898, -1.20472)  -0.70
C (4.33648, -0.27711, -0.52475)  -1.25
C (3.74342, 0.62653, 0.33705)  -0.64
C (2.36411, 0.60191, 0.47227)  -1.25
N (1.59454, -0.26719, -0.18074)  3.24
H (-0.97526, -5.34031, -4.61418)  0.46
H (0.51483, -3.62266, -3.70052)  0.37
H (-2.30900, -2.84066, -0.58674)  -0.04
H (-3.83013, -4.54073, -1.52376)  0.56
H (1.77672, -2.86564, -2.29772)  0.46
H (3.95561, -1.90318, -1.88947)  0.55
H (5.41051, -0.28614, -0.66440)  0.49
H (4.32991, 1.33947, 0.90314)  0.59
H (1.84931, 1.29110, 1.11799)  -0.32
C (0.34173, 0.49063, -3.58894)  -0.76
C (0.37503, 1.44217, -4.82493)  -0.86
N (0.37517, 2.83411, -4.37157)  -0.17
C (-0.87635, 3.12386, -3.67720)  -0.95
C (-1.04275, 2.12055, -2.49884)  -0.25
N (0.18097, 1.29309, -2.36238)  0.68
C (1.34764, 2.17502, -2.20396)  -0.21
C (1.49955, 3.07166, -3.47245)  -0.96
H (1.27966, -0.06739, -3.51101)  0.35
H (-0.48408, -0.22107, -3.64669)  0.34
H (-0.49704, 1.28507, -5.46033)  0.29
H (1.26836, 1.26922, -5.42742)  0.35
H (-1.70476, 3.02818, -4.37940)  0.39
H (-0.85123, 4.15620, -3.32238)  0.23
H (-1.88038, 1.45858, -2.67649)  0.45
H (-1.22453, 2.65112, -1.56523)  -0.11
H (2.23966, 1.55674, -2.06329)  0.18
H (1.20465, 2.77616, -1.29881)  0.10
H (2.42279, 2.83332, -4.00380)  0.36
H (1.52262, 4.12946, -3.20601)  0.32
F (1.46935, 7.39527, 2.05772)  -0.25
C (0.96086, 6.21790, 1.81068)  0.74
C (1.45932, 5.09712, 2.46904)  0.09
F (2.44710, 5.22604, 3.34048)  -0.27
C (0.92324, 3.86289, 2.21003)  -0.71
F (1.41683, 2.83655, 2.88675)  -0.18
C (-0.13228, 3.68273, 1.29467)  0.41
S (-1.02469, 2.25100, 1.07429)  0.03
C (-0.60397, 4.84858, 0.64256)  0.11
F (-1.56581, 4.75645, -0.24735)  -0.32
C (-0.06817, 6.08807, 0.88544)  0.21
F (-0.51763, 7.15228, 0.24776)  -0.28
F (-2.84934, -0.05313, 0.80696)  -0.87
As (-3.95138, -0.00929, -0.61826)  2.29
F (-5.25816, 0.42104, 0.36494)  -0.46
F (-4.22292, -1.67908, -0.35208)  -0.47
F (-4.79175, -0.02172, -2.08457)  -0.47
F (-2.43720, -0.46552, -1.47531)  -0.61
F (-3.48532, 1.62458, -0.80773)  -0.45

---

Computed, not measured: an isolated molecule of C6H10O, with ωB97M-V/def2-TZVPD.

Summary:
Relative energy (zero: lowest compared OMol25 entry of this formula, charge and spin) in eV: 1.503
F_max in hartree/bohr: 0.012
Lowest unoccupied orbital energy in eV: 1.03
E_HOMO in eV: -10.05
SMILES string: C[C@H]1C[C@]2(CO2)C1

Each line ends with the Mulliken charge.
Geometry (Å):
C (1.46972, -1.49705, 0.91877)  -1.53
C (0.38062, -0.89942, 0.05291)  0.56
C (0.73983, 0.42455, -0.68390)  -0.84
C (-0.61401, 0.94402, -0.25029)  0.77
C (-1.60524, 1.54546, -1.10757)  -0.49
O (-1.06015, 2.24701, 0.02829)  -0.55
C (-0.80042, -0.18080, 0.74946)  -0.87
H (1.85919, -0.74542, 1.61618)  0.35
H (1.10507, -2.34824, 1.50304)  0.36
H (2.30453, -1.84098, 0.29872)  0.36
H (-0.01055, -1.65034, -0.64482)  0.27
H (1.55228, 0.98085, -0.21251)  0.25
H (0.89049, 0.35433, -1.76710)  0.30
H (-1.33001, 2.04092, -2.04261)  0.26
H (-2.60134, 1.13078, -1.03911)  0.23
H (-1.75910, -0.70580, 0.84341)  0.32
H (-0.52093, 0.20012, 1.73711)  0.23